A cluster of 2 separate species, C15H31N6O6 in total at a distorted geometry. Source: the OMol25 dataset; level of theory: ωB97M-V/def2-TZVPD.

Geometry as XYZ:
```
58
Properties=species:S:1:pos:R:3:forces:R:3
O 3.637416 -1.880803 -3.342378 -0.3879 0.1483 -0.1478
O -4.567408 2.259420 5.701982 0.3330 -0.1085 0.8174
O 1.176182 2.157190 -4.925402 0.2214 -0.0292 0.2747
O 0.731660 0.108683 2.993782 0.5487 0.2967 -0.1945
O -2.891965 1.449622 7.816732 0.1564 0.2570 -1.1990
O -1.755071 -0.598451 6.459097 0.0730 0.1951 -0.1336
C 3.929780 -0.703133 -3.513570 0.6120 -1.4704 0.5581
C -3.475196 1.784445 5.437127 -1.6259 0.6493 -0.4217
C 1.144257 0.997278 -5.313053 0.3069 0.7650 0.8220
C -0.425496 -1.164718 0.046807 -0.2996 -0.2186 -0.9205
N -0.459324 0.109302 0.309923 -0.3937 1.7327 -0.3244
N 0.610203 0.700920 -6.500183 -0.3435 -0.7661 -0.8722
N -0.875287 -1.682188 -1.085921 -0.4803 0.1362 -0.6871
N -3.270627 1.410532 4.130133 1.0671 -0.3257 0.5217
N 3.055040 0.201778 -3.962641 -0.8922 1.3265 -0.9168
N 0.085285 -1.916814 0.976909 0.6530 -1.5346 1.2453
C 5.324861 -0.213036 -3.200186 -0.1547 0.0229 -0.0896
C 0.505825 -0.611913 -7.140593 0.2242 0.1176 0.2343
C 0.170289 -0.221568 4.273728 -0.2688 0.5820 0.6767
C -2.366157 1.742171 6.501093 -0.2406 -0.2931 0.0454
C -1.485569 -0.957332 -2.224010 0.3190 -0.1861 -0.4605
C -2.189789 0.498677 3.786670 0.0152 -0.0389 -0.0111
C -0.569559 -0.914199 -3.456864 0.4582 0.2398 0.4920
C -1.285505 0.711320 6.131739 -0.3587 -0.2311 0.7575
C -0.934134 0.782280 4.631090 -0.6165 -0.6386 0.3581
C 0.787838 -0.262580 -3.146726 -0.5036 -0.2572 -0.2312
C 1.680091 -0.109061 -4.392856 0.4218 -0.4031 0.4122
H 1.397853 0.814899 3.126020 -0.5014 -0.6518 -0.1304
H -3.747637 1.914038 7.932991 0.5441 -0.2710 -0.4022
H -2.136518 -0.575281 7.360670 0.2024 0.2012 -0.6117
H -0.816427 0.752108 -0.371571 0.0694 0.2283 0.1454
H -0.105095 0.422635 1.202722 -0.0160 0.2015 0.0759
H 0.287499 1.502122 -7.022697 0.0461 0.0256 0.1383
H -0.778101 -2.678674 -1.192348 -0.0094 -0.0269 -0.0618
H -4.136444 1.353822 3.598892 0.2983 0.1241 0.2439
H 3.370169 1.158049 -4.057047 -0.2434 -0.0428 -0.0533
H 0.414683 -1.475421 1.828173 0.1750 -0.1574 -0.0792
H 0.171496 -2.909544 0.856393 0.0565 -0.0464 0.1219
H 5.278816 0.567498 -2.443631 0.1283 0.1535 -0.0096
H 5.784662 0.176885 -4.106783 0.1029 0.1435 0.0418
H 5.917589 -1.047813 -2.827158 -0.1547 0.0987 -0.0605
H -0.133800 -1.275303 -6.556291 0.0107 -0.0612 -0.1084
H 1.495511 -1.061878 -7.245687 -0.1243 -0.0667 -0.0620
H 0.072652 -0.500543 -8.136796 0.0689 0.0803 0.2250
H -0.238330 -1.237381 4.252654 0.1470 0.1591 -0.2234
H 0.962256 -0.198541 5.029620 -0.1068 -0.0679 -0.0710
H -1.909763 2.736055 6.513255 -0.0045 0.0956 -0.1008
H -1.746177 0.064307 -1.944403 -0.0161 -0.1373 0.2100
H -2.412139 -1.462025 -2.506049 0.0041 0.0319 0.3032
H -1.950916 0.606510 2.724929 -0.0329 0.0584 0.0479
H -2.521777 -0.533295 3.949460 0.2414 -0.0402 0.0344
H -1.077698 -0.348891 -4.238786 -0.1729 -0.0597 -0.0456
H -0.404871 -1.930972 -3.816793 -0.0487 -0.0575 -0.1112
H -0.390920 0.924116 6.728144 0.0675 0.0390 -0.0559
H -0.573341 1.792771 4.413685 -0.0070 0.0157 0.0642
H 1.308363 -0.888410 -2.420923 0.2149 0.0260 -0.1103
H 0.627664 0.717211 -2.693447 0.1035 0.1731 -0.0805
H 1.703098 -1.056875 -4.929628 0.1132 -0.1368 0.1205
```
Forces are in eV/Å.

Orbital gap   9.42 eV
Charge   +1
F_max   2.1 eV Å⁻¹
DFT total energy   -37280.1907 eV